{"formula": "C2H4INO", "method": "wB97M-V/def2-TZVPD", "elements": ["C", "C", "N", "O", "I", "H", "H", "H", "H"], "xyz": [[0.48526, -1.21705, 0.88951], [0.72274, 1.12302, 1.24478], [0.77974, -2.33468, 0.78158], [0.46120, -0.17480, 1.68975], [1.71231, -0.46705, 4.27635], [1.02124, 1.67404, 2.10019], [-0.05995, 1.51736, 0.59801], [1.48939, 1.07757, 0.52888], [1.91466, -1.16361, 2.63377]], "forces_ev_per_angstrom": [[1.1, 0.2, 2.1], [-0.4, 0.3, -1.9], [-0.5, 0.0, -1.2], [-1.8, -1.0, -1.1], [0.7, -1.1, -1.6], [-0.1, 0.7, 0.6], [-0.7, 0.3, 0.9], [1.8, 0.0, -0.6], [0.1, 0.7, 2.8]], "homo_lumo_gap_ev": 9.64, "charge": 0, "de_lowest_kcal_mol": 52.99, "smiles": "COC#N.I", "max_force_ha_per_bohr": 0.0559, "spin_multiplicity": 1}

***

{"formula": "C3H6N2OS", "method": "wB97M-V/def2-TZVPD", "elements": ["C", "C", "C", "N", "N", "O", "S", "H", "H", "H", "H", "H", "H"], "xyz": [[-2.24925, 0.51577, 0.88379], [-0.10500, 0.25659, -1.51528], [1.22689, 0.04138, 1.13737], [-2.80035, 1.53724, 0.82009], [-1.18363, -1.44512, 0.48975], [0.90640, -2.08770, -0.46735], [0.14434, -0.93511, -0.03728], [-0.17020, 1.27426, -1.20193], [0.77347, 0.07605, -2.06497], [-1.08320, 0.12394, -2.02719], [0.81156, 0.94818, 1.52368], [1.53615, -0.65931, 1.92572], [2.19281, 0.35383, 0.53360]], "forces_ev_per_angstrom": [[1.7, -2.2, -1.1], [-1.2, -0.9, 1.6], [2.0, -0.6, -2.0], [0.5, -0.9, 0.2], [-4.0, 1.6, 2.0], [-0.2, 0.2, 0.2], [2.2, 3.5, -1.7], [0.4, 0.7, 0.7], [0.8, -0.2, -1.1], [0.9, -0.8, 0.3], [-0.8, 0.3, 0.2], [-0.3, 0.2, -0.3], [-2.0, -0.8, 1.0]], "homo_lumo_gap_ev": [8.26, 8.26], "charge": 0, "de_lowest_kcal_mol": 181.84, "max_force_ha_per_bohr": 0.0920, "spin_multiplicity": 1}

***

{"formula": "C27H33AuBN4", "method": "wB97M-V/def2-TZVPD", "elements": ["Au", "C", "C", "C", "C", "C", "C", "C", "C", "C", "C", "N", "C", "C", "C", "C", "C", "N", "H", "H", "H", "H", "H", "H", "H", "H", "H", "H", "H", "H", "H", "H", "H", "H", "H", "C", "C", "C", "C", "H", "H", "H", "H", "H", "H", "H", "H", "H", "B", "C", "N", "H", "H", "H", "N", "C", "C", "C", "C", "C", "C", "C", "H", "H", "H", "H"], "xyz": [[0.47965, -0.08346, -0.93923], [1.73717, -2.43771, 3.80251], [2.21358, -1.58534, 2.62425], [1.95771, -0.11351, 2.84391], [2.76553, 0.55574, 3.76267], [2.56823, 1.89150, 4.05713], [1.53873, 2.57418, 3.42787], [0.71744, 1.94875, 2.49801], [-0.41302, 2.72509, 1.87722], [-1.76840, 2.40854, 2.50875], [0.93795, 0.60128, 2.20113], [0.14638, -0.07256, 1.21711], [-0.67343, -0.98233, 1.65524], [-1.27331, -1.95825, 0.85480], [-2.25367, -2.91037, 1.21731], [-2.45848, -3.67905, 0.08448], [-1.58377, -3.17567, -0.89786], [-0.86970, -2.14747, -0.44663], [1.95212, -3.49084, 3.61748], [0.66170, -2.33522, 3.95785], [2.23083, -2.14308, 4.73095], [1.74504, -1.93366, 1.70729], [3.28671, -1.74226, 2.48641], [3.56712, 0.00507, 4.24266], [3.21066, 2.39799, 4.76649], [1.36369, 3.62068, 3.65229], [-0.45927, 2.52671, 0.80744], [-0.20280, 3.79142, 1.99195], [-2.04328, 1.36501, 2.34581], [-2.55214, 3.03106, 2.07401], [-1.74408, 2.58711, 3.58592], [-0.88737, -1.02353, 2.72523], [-2.73548, -2.99978, 2.17952], [-3.13310, -4.51455, -0.02858], [-1.44364, -3.55140, -1.90275], [0.16752, -1.42909, -5.09440], [-0.38771, -0.69059, -3.87125], [-1.30091, 0.43730, -4.34432], [0.79437, -0.23677, -3.01177], [-0.64150, -1.80160, -5.72762], [0.78669, -2.27639, -4.79671], [0.78375, -0.75761, -5.69972], [-0.97726, -1.40849, -3.29153], [-0.72066, 1.20909, -4.85880], [-1.83150, 0.91002, -3.52546], [-2.04282, 0.05486, -5.04998], [1.25937, 0.67411, -3.39436], [1.54925, -1.01893, -2.99349], [4.25247, -3.05917, -0.44999], [3.16028, -1.93364, -0.57542], [2.38627, -1.07816, -0.63888], [5.27947, -2.53309, -0.07945], [3.83219, -3.85164, 0.36808], [4.37382, -3.56711, -1.54387], [-4.61277, 5.23482, -1.59778], [-3.82386, 4.40006, -1.52905], [-2.84248, 3.36319, -1.44404], [-3.19231, 2.10999, -0.93675], [-2.23172, 1.11667, -0.84963], [-0.92742, 1.34880, -1.26400], [-0.58988, 2.59414, -1.78095], [-1.53327, 3.60369, -1.86901], [-4.20788, 1.92631, -0.61132], [-2.50108, 0.14422, -0.45033], [0.42131, 2.78895, -2.11455], [-1.26703, 4.57596, -2.26232]], "forces_ev_per_angstrom": [[0.8, 0.8, -0.7], [0.0, 0.0, 0.0], [0.0, -0.1, 0.0], [0.1, 0.0, 0.1], [0.0, 0.0, 0.0], [0.0, 0.0, -0.1], [0.0, 0.1, 0.0], [0.0, 0.2, 0.0], [0.0, 0.0, -0.1], [0.0, 0.0, 0.0], [0.1, -0.2, -0.1], [0.0, 0.1, 0.2], [0.0, 0.1, 0.2], [-0.2, -0.3, -0.2], [0.1, 0.1, -0.1], [-0.2, -0.2, 0.1], [0.1, 0.2, 0.0], [-0.3, -0.2, -0.1], [0.0, 0.0, 0.0], [0.0, 0.0, 0.0], [0.0, 0.0, 0.0], [0.0, 0.0, 0.0], [0.0, 0.0, 0.0], [0.0, 0.0, 0.0], [0.0, 0.0, 0.0], [0.0, 0.0, 0.0], [0.0, 0.0, 0.1], [0.0, 0.0, 0.0], [0.0, 0.0, 0.0], [0.0, 0.0, 0.0], [0.0, 0.0, 0.0], [0.0, 0.1, 0.0], [0.0, 0.0, 0.0], [0.0, 0.0, 0.0], [0.0, 0.0, 0.0], [0.0, 0.0, 0.0], [0.1, 0.0, 0.0], [0.0, -0.1, 0.0], [-0.2, 0.1, 0.6], [0.0, 0.0, 0.0], [0.0, 0.0, 0.0], [0.0, 0.0, 0.0], [0.0, 0.0, 0.0], [0.0, 0.0, 0.0], [-0.1, 0.0, 0.0], [0.0, 0.0, 0.0], [-0.1, 0.1, 0.0], [0.1, 0.0, -0.1], [0.0, -0.1, 0.0], [0.1, 0.3, 0.0], [-0.6, -0.3, -0.1], [0.0, 0.0, 0.0], [0.0, 0.0, 0.0], [0.0, 0.0, 0.0], [0.0, 0.0, 0.0], [-0.2, 0.2, 0.0], [0.2, -0.2, 0.0], [0.1, 0.1, -0.1], [-0.3, -0.1, 0.1], [0.4, -0.7, 0.1], [0.0, 0.2, -0.1], [-0.1, -0.1, 0.1], [0.0, 0.0, 0.0], [0.0, 0.0, 0.0], [0.0, 0.0, 0.0], [0.0, 0.0, 0.0]], "homo_lumo_gap_ev": 7.82, "charge": -1, "de_lowest_kcal_mol": 0.00, "max_force_ha_per_bohr": 0.0247, "spin_multiplicity": 1}

***

{"formula": "C9H16NO", "method": "wB97M-V/def2-TZVPD", "elements": ["C", "C", "C", "C", "C", "C", "C", "C", "C", "N", "O", "H", "H", "H", "H", "H", "H", "H", "H", "H", "H", "H", "H", "H", "H", "H", "H"], "xyz": [[1.56719, -1.63843, 0.22250], [1.97107, -0.56686, -0.78993], [1.08984, 1.22091, 0.81633], [0.04233, -1.77426, 0.23913], [-0.02622, 0.42435, 1.54329], [1.19867, 0.70713, -0.60041], [-0.62877, -0.48660, 0.53238], [0.67257, 1.37281, -1.62042], [-2.50389, 1.02277, 0.16434], [-1.75579, -0.19526, -0.03616], [-2.30641, -1.12112, -0.88781], [2.00096, -2.59590, -0.06246], [1.94896, -1.39086, 1.21266], [3.03690, -0.35360, -0.67410], [1.81907, -0.93308, -1.80567], [0.84187, 2.28160, 0.80727], [2.04143, 1.10484, 1.33070], [-0.30950, -2.17565, -0.71391], [-0.25172, -2.48924, 1.01456], [0.39549, -0.17981, 2.34787], [-0.75814, 1.09724, 1.98387], [0.18159, 2.32388, -1.49433], [-2.89205, -0.68518, -1.52982], [0.74155, 1.01088, -2.63186], [-2.97046, 1.03589, 1.15193], [-3.29760, 1.09737, -0.57775], [-1.84897, 1.88620, 0.05779]], "forces_ev_per_angstrom": [[-0.1, 0.1, -0.2], [0.1, -0.1, 0.0], [0.0, 0.1, -0.3], [0.3, -0.5, -0.3], [0.0, 0.2, 0.2], [0.6, 0.5, -0.3], [-1.0, -0.5, 0.0], [0.0, 0.0, 0.0], [-0.5, 0.7, 0.3], [0.3, -0.2, 0.1], [0.1, -0.4, 0.0], [0.0, 0.0, 0.1], [0.0, 0.0, 0.1], [0.0, 0.0, 0.0], [0.0, 0.0, 0.0], [0.0, 0.0, 0.0], [0.0, 0.0, 0.1], [0.0, 0.1, 0.1], [-0.2, 0.0, 0.0], [-0.1, -0.1, -0.1], [0.0, -0.1, 0.0], [-0.1, 0.2, 0.1], [0.3, 0.3, 0.2], [0.0, -0.2, -0.2], [0.1, -0.1, -0.1], [0.1, -0.1, 0.0], [0.0, -0.1, 0.0]], "homo_lumo_gap_ev": 9.54, "charge": 1, "de_lowest_kcal_mol": 49.45, "smiles": "C=C1CCC/C(=[N+](/C)O)CC1", "max_force_ha_per_bohr": 0.0222, "spin_multiplicity": 1}